1:
{"formula": "C2H8O4", "method": "wB97M-V/def2-TZVPD", "elements": ["O", "C", "O", "C", "H", "H", "H", "H", "H", "H", "O", "H", "H", "O"], "coordinates": [[0.01, -1.15, 0.24], [0.28, -0.54, -0.78], [1.29, 0.33, -0.96], [-0.58, -0.63, -1.97], [2.07, -0.04, -0.35], [-1.58, -0.77, -1.44], [-0.69, 0.41, -2.33], [-0.31, -1.43, -2.78], [2.03, -1.50, 1.04], [3.56, -0.86, 1.38], [2.93, -1.11, 0.68], [-2.50, 2.99, 2.22], [-3.27, 1.99, 2.97], [-3.25, 2.31, 2.07]], "charge": 1, "s_squared": 0.76, "lumo_ev": [-5.04, -10.35], "gap_ev": [9.075, 3.763], "multiplicity": 2}

2:
{"formula": "C2H8O4", "method": "wB97M-V/def2-TZVPD", "elements": ["O", "C", "O", "C", "H", "H", "H", "H", "H", "H", "O", "H", "H", "O"], "coordinates": [[-0.66, 0.82, -1.15], [-0.90, -0.32, -0.75], [-0.29, -0.70, 0.38], [-1.63, -1.29, -1.52], [-0.27, -0.02, 1.11], [-2.24, -0.68, -2.18], [-2.31, -1.84, -0.84], [-1.03, -2.09, -1.90], [0.87, 0.92, 2.82], [1.19, -0.49, 3.21], [0.44, 0.07, 2.96], [1.74, 0.57, -0.71], [2.27, 2.05, -0.97], [2.40, 1.22, -0.49]], "charge": 1, "s_squared": 0.76, "lumo_ev": [-5.44, -10.18], "gap_ev": [10.118, 5.177], "multiplicity": 2}

Computed energies relative to the best structure, in kcal/mol: 1 10.2; 2 0.0